(1)
A molecular structure, C8H6N2O2 at a distorted geometry, computed with the ωB97M-V functional and the def2-TZVPD basis.

Last column: Mulliken charge in e.
Positions of all 18 atoms, in Å:
O  -0.60  -2.45  1.88  -0.394
O  -0.32  1.63  3.04  -0.539
N  -0.62  -1.13  2.27  -0.357
N  -0.01  1.94  0.98  -0.232
C  -0.06  1.52  -1.67  -0.593
C  -0.15  1.10  2.03  0.254
C  0.10  0.32  -2.57  -0.314
C  -0.14  1.16  -0.35  -0.122
C  -0.15  -0.18  0.10  0.808
C  0.12  -1.37  -0.63  -0.493
C  -0.28  -0.25  1.52  0.432
C  0.31  -1.02  -1.99  -0.267
H  0.13  0.38  -3.81  0.241
H  0.32  2.62  -1.83  0.236
H  0.81  2.93  0.99  0.356
H  -0.62  -2.95  2.83  0.387
H  0.35  -2.37  -0.22  0.364
H  0.82  -1.89  -2.58  0.233

Computed properties:
lowest unoccupied orbital energy	-0.26	eV
relative energy (zero: lowest compared OMol25 entry of this formula, charge and spin)	152.3	kcal per mole
total energy	-568.2396	Ha
molar mass	162.1	g mol⁻¹
highest occupied orbital energy	-8.6	eV


(2)
A molecular structure, C50H43Cl3GeIN4O10Re, computed with the ωB97M-V functional and the def2-TZVPD basis.

Last column: Mulliken spin population.
Positions of all 113 atoms, in Å:
Re  0.48  -0.23  -0.26  2.453
I  1.31  0.37  -6.05  0.001
Ge  1.46  -5.31  -0.06  -0.013
Cl  -3.10  -2.39  -1.63  0.001
Cl  -2.31  2.66  0.16  0.000
Cl  -7.28  0.87  -0.74  0.002
O  1.09  6.99  -3.15  0.000
O  0.68  -2.35  -0.65  0.106
O  0.13  1.12  -2.49  0.029
O  0.74  4.90  -3.53  0.000
O  2.77  8.34  1.14  0.000
O  0.61  1.78  0.06  0.099
O  2.70  6.97  2.80  0.000
O  -1.51  -0.22  -0.63  0.194
O  1.33  -1.23  -2.41  0.061
O  0.94  2.42  2.21  0.027
N  2.52  7.26  1.64  0.000
N  1.00  5.83  -2.79  0.000
N  -6.50  -1.23  3.02  -0.004
N  2.31  1.55  -2.89  0.005
C  1.67  4.97  1.29  0.002
C  5.65  -3.88  1.62  0.001
C  0.88  2.61  1.00  -0.015
C  2.51  -0.09  0.00  -0.108
C  0.68  1.88  -4.67  0.001
C  -3.33  1.34  -0.33  0.022
C  6.05  -0.44  0.40  0.010
C  0.23  -0.60  1.82  0.010
C  2.54  -9.20  1.33  0.000
C  2.49  -7.82  1.13  0.000
C  1.22  5.53  -1.37  0.000
C  -1.81  -6.16  2.44  0.000
C  5.54  -4.84  0.63  0.000
C  5.18  1.81  1.10  0.011
C  -5.07  -0.65  -1.14  -0.009
C  -3.71  -0.86  -1.11  0.016
C  -1.21  -0.76  2.15  0.022
C  -5.56  0.58  -0.73  0.020
C  0.93  4.27  -0.89  0.006
C  3.13  -4.62  0.67  0.001
C  3.26  -3.63  1.64  0.000
C  4.29  -5.22  0.17  0.000
C  -2.71  -5.32  0.39  0.000
C  1.09  -8.16  -0.78  0.000
C  1.88  -10.06  0.47  0.000
C  -2.77  0.10  -0.68  0.014
C  -2.90  -5.90  1.63  0.000
C  4.51  -3.27  2.12  -0.001
C  -1.94  0.31  2.68  -0.017
C  -4.69  1.58  -0.34  -0.010
C  -5.37  -1.12  2.84  0.000
C  1.90  -3.53  -2.42  -0.002
C  1.43  -4.92  -1.99  0.003
C  -3.96  -1.00  2.62  -0.012
C  1.74  6.53  -0.57  0.002
C  5.47  1.28  -1.33  0.009
C  1.16  3.99  0.45  -0.010
C  -3.30  0.19  2.91  0.007
C  1.76  -7.28  0.07  0.000
C  -0.53  -5.88  1.99  -0.002
C  1.15  -9.53  -0.59  0.000
C  -0.32  -5.30  0.74  0.005
C  -1.88  -1.96  1.88  -0.039
C  -1.43  -5.01  -0.05  -0.002
C  -3.24  -2.08  2.10  0.005
C  1.26  -2.30  -1.81  0.029
C  3.69  0.21  -0.01  0.128
C  5.08  0.70  0.04  -0.027
C  1.02  1.47  -3.25  -0.017
C  1.95  6.22  0.76  0.000
H  4.88  2.17  -1.55  -0.003
H  6.19  2.21  1.13  0.000
H  7.08  -0.09  0.32  0.001
H  4.58  -2.51  2.89  -0.001
H  4.48  2.62  0.87  -0.003
H  0.68  0.23  2.35  0.001
H  0.63  -10.19  -1.27  0.000
H  4.92  1.42  2.09  -0.002
H  0.45  -5.13  -2.41  -0.001
H  -3.87  1.03  3.30  0.000
H  0.52  3.51  -1.53  -0.007
H  -0.39  1.97  -4.77  0.000
H  2.97  -3.42  -2.19  0.001
H  6.63  -3.59  2.00  0.000
H  -1.43  1.24  2.89  0.002
H  3.01  1.70  -3.59  -0.002
H  2.12  -5.65  -2.43  0.000
H  1.84  4.75  2.33  0.000
H  1.92  -11.13  0.62  0.000
H  1.97  7.51  -0.96  0.000
H  -1.94  -6.61  3.42  0.000
H  5.30  0.54  -2.12  -0.003
H  -3.75  -3.01  1.87  0.001
H  -5.07  2.55  -0.04  0.000
H  2.38  -3.13  2.01  0.007
H  6.53  1.55  -1.33  0.002
H  -3.57  -5.10  -0.24  0.000
H  -5.74  -1.43  -1.46  -0.001
H  3.02  -7.17  1.81  0.000
H  3.11  -9.60  2.16  0.000
H  1.19  2.79  -4.96  0.000
H  4.21  -6.01  -0.57  0.000
H  5.87  -0.78  1.42  -0.002
H  1.80  -3.38  -3.49  0.002
H  0.77  -1.52  2.05  -0.006
H  -1.31  -4.52  -1.01  0.000
H  6.43  -5.31  0.22  0.000
H  0.32  -6.12  2.62  0.000
H  -3.90  -6.14  1.98  0.000
H  -1.33  -2.78  1.45  -0.009
H  0.50  -7.76  -1.60  0.000
H  2.59  1.08  -2.03  0.010
H  5.91  -1.29  -0.27  -0.002

Computed properties:
lowest unoccupied orbital energy (spin up / spin down)	0.89 / 0.89	eV
relative energy (zero: lowest compared OMol25 entry of this formula, charge and spin)	0.0	kcal per mole
<S²>	3.781
total energy	-6736.0182	Ha
molar mass	1352.0	g mol⁻¹
charge	-1
2S+1	4
highest occupied orbital energy (spin up / spin down)	-5.4 / -5.8	eV


(3)
4 unconnected molecules or ions with the total composition C13H29N2O4P, computed with the ωB97M-V functional and the def2-TZVPD basis.

Last column: Mulliken charge in e.
Positions of all 49 atoms, in Å:
P  -1.62  0.25  -0.13  0.437
O  -3.90  2.73  -0.86  -0.463
O  1.91  -1.71  -3.27  -0.542
O  1.82  -0.19  3.22  -0.518
O  -1.19  -1.06  0.39  -0.616
N  2.98  -0.03  -0.78  -0.553
N  -1.08  3.81  -0.48  -0.475
C  1.81  -3.13  -3.31  0.411
C  -0.21  1.36  -0.58  0.442
C  2.91  -3.73  -4.17  -1.334
C  -5.92  2.56  0.48  -1.304
C  -0.67  2.74  -0.54  -0.122
C  2.09  0.46  -0.24  0.152
C  3.11  -2.06  2.34  -0.996
C  3.12  -0.79  3.18  0.442
C  -5.13  4.78  -0.43  -1.257
C  -5.21  3.27  -0.66  0.331
C  3.64  -1.03  4.58  -1.419
C  0.96  1.10  0.42  -0.412
C  1.82  -3.70  -1.90  -1.134
H  -6.13  5.21  -0.33  0.412
H  -3.39  2.92  -0.06  0.221
H  3.75  -0.04  2.69  0.255
H  1.30  2.05  0.83  0.421
H  2.89  -3.31  -5.17  0.314
H  -4.62  5.26  -1.26  0.320
H  -5.74  3.08  -1.60  0.284
H  3.89  -3.50  -3.73  0.339
H  4.65  -1.44  4.56  0.374
H  -5.38  2.72  1.42  0.317
H  3.65  -0.11  5.16  0.346
H  0.65  0.48  1.25  0.274
H  0.84  -3.33  -3.77  0.255
H  1.22  -0.82  3.63  0.326
H  2.74  -1.47  -2.84  0.351
H  4.10  -2.49  2.27  0.379
H  -4.57  4.99  0.48  0.323
H  -6.94  2.94  0.61  0.411
H  -2.42  0.26  -1.27  0.108
H  1.01  -3.26  -1.30  0.231
H  2.45  -2.80  2.80  0.347
H  -5.97  1.49  0.29  0.314
H  0.09  1.14  -1.61  0.426
H  2.77  -3.47  -1.40  0.283
H  2.74  -1.85  1.34  0.086
H  -2.32  1.06  0.79  0.034
H  2.99  -1.75  5.10  0.364
H  2.82  -4.81  -4.24  0.392
H  1.69  -4.79  -1.91  0.424

Computed properties:
lowest unoccupied orbital energy	0.50	eV
relative energy (zero: lowest compared OMol25 entry of this formula, charge and spin)	0.0	kcal per mole
total energy	-1264.5344	Ha
molar mass	308.4	g mol⁻¹
SMILES string	N#CC[C@H](C#N)[PH2]=O.CC(C)O.CC(C)O.CC(C)O
highest occupied orbital energy	-9.9	eV


> Among the records above, which one has the highest total energy?

C8H6N2O2